## w
Entry from the OMol25 dataset: 11 unconnected molecules or ions with the total composition C44H66O33 (ωB97M-V with the def2-TZVPD basis set).

Calculated values
- multiplicity = 1
- orbital gap (Eh) = 0.390
- SMILES string = C[C@H]1COC(=O)O1.C[C@H]1COC(=O)O1.C[C@H]1COC(=O)O1.C[C@H]1COC(=O)O1.C[C@H]1COC(=O)O1.C[C@H]1COC(=O)O1.C[C@H]1COC(=O)O1.C[C@H]1COC(=O)O1.C[C@H]1COC(=O)O1.C[C@H]1COC(=O)O1.C[C@H]1COC(=O)O1
- charge = 0
- lowest unoccupied orbital energy (Ha) = -0.0053
- E_HOMO (eV) = -10.75

Each line ends with the Mulliken charge.
CARTESIAN COORDINATES (ANGSTROEM)
C1 1.659 -1.272 -7.155  -1.569
C2 2.194 -1.612 -5.737  0.378
C3 3.336 -0.811 -5.295  -0.532
O1 2.877 -0.391 -4.017  0.074
C4 1.569 -0.593 -3.838  0.200
O2 0.864 -0.217 -2.905  -0.381
O3 1.147 -1.302 -4.861  -0.373
H1 2.462 -1.415 -7.879  0.412
H2 1.372 -0.239 -7.350  0.369
H3 0.767 -1.864 -7.360  0.364
H4 2.502 -2.654 -5.647  0.291
H5 3.593 -0.013 -5.991  0.229
H6 4.204 -1.469 -5.264  0.323
C5 -6.113 1.725 2.466  -1.257
C6 -6.254 1.179 1.062  0.944
C7 -5.369 -0.062 0.922  0.920
O4 -6.309 -1.039 0.464  -0.360
C8 -7.594 -0.521 0.381  0.481
O5 -8.551 -1.156 -0.055  -0.606
O6 -7.573 0.691 0.885  -0.401
H7 -6.368 0.945 3.183  0.446
H8 -6.872 2.443 2.778  0.408
H9 -5.122 2.120 2.692  0.036
H10 -6.027 1.846 0.230  0.143
H11 -4.894 -0.359 1.857  -0.468
H12 -4.531 0.047 0.233  -0.310
C9 -4.195 1.697 -3.888  -1.627
C10 -3.311 1.320 -2.670  0.713
C11 -1.954 1.980 -2.655  0.434
O7 -1.951 2.786 -1.488  0.014
C12 -3.150 2.767 -0.935  0.526
O8 -3.407 3.345 0.107  -0.692
O9 -3.933 1.964 -1.578  -0.371
H13 -4.142 0.987 -4.714  0.428
H14 -3.927 2.677 -4.282  0.413
H15 -5.242 1.651 -3.588  0.364
H16 -3.337 0.237 -2.550  -0.037
H17 -1.886 2.580 -3.563  0.427
H18 -1.175 1.225 -2.558  -0.578
C13 1.127 0.847 1.421  -0.583
C14 0.769 0.124 0.145  2.306
C15 1.000 -1.351 0.126  0.073
O10 -0.306 -1.921 -0.118  -0.181
C16 -1.199 -0.945 -0.319  -0.067
O11 -2.389 -1.144 -0.747  -0.834
O12 -0.626 0.220 -0.040  0.513
H19 2.152 0.768 1.782  0.564
H20 0.430 0.535 2.199  0.012
H21 0.869 1.894 1.262  -0.844
H22 1.154 0.605 -0.754  -0.536
H23 1.489 -1.658 1.051  0.471
H24 1.667 -1.668 -0.676  -0.626
C17 -2.712 -0.116 3.852  -0.886
C18 -1.798 -0.684 4.911  0.355
C19 -2.211 -2.073 5.305  -0.089
O13 -1.013 -2.740 5.367  -0.372
C20 -0.048 -1.970 4.794  0.584
O14 1.066 -2.401 4.559  -0.603
O15 -0.519 -0.816 4.407  -0.125
H25 -3.751 -0.149 4.179  0.614
H26 -2.742 -0.676 2.918  -0.064
H27 -2.421 0.924 3.702  -0.062
H28 -1.731 -0.101 5.830  0.423
H29 -2.828 -2.421 4.477  -0.081
H30 -2.851 -2.177 6.181  0.406
C21 4.258 -3.878 -2.032  -0.967
C22 5.110 -2.868 -1.296  0.420
C23 5.945 -1.931 -2.161  -0.470
O16 5.425 -0.678 -1.815  -0.285
C24 4.528 -0.769 -0.765  0.486
O17 3.885 0.208 -0.325  -0.463
O18 4.310 -2.049 -0.511  -0.250
H31 4.832 -4.498 -2.721  0.453
H32 3.565 -3.290 -2.633  0.107
H33 3.752 -4.484 -1.280  0.176
H34 5.822 -3.436 -0.697  0.325
H35 5.776 -2.180 -3.208  0.148
H36 7.027 -1.980 -2.033  0.281
C25 3.077 6.720 5.069  -1.593
C26 2.743 6.289 3.653  0.663
C27 3.848 6.573 2.607  -0.390
O19 4.091 5.298 2.000  -0.358
C28 3.303 4.356 2.623  0.509
O20 3.089 3.264 2.190  -0.406
O21 2.710 4.877 3.670  -0.281
H37 2.237 6.621 5.756  0.312
H38 3.374 7.764 4.972  0.433
H39 3.930 6.196 5.499  0.337
H40 1.776 6.679 3.335  0.185
H41 4.758 6.855 3.137  0.286
H42 3.638 7.365 1.887  0.296
C29 -1.781 -3.654 1.987  0.311
C30 -3.110 -4.364 1.972  0.399
C31 -4.283 -3.694 1.255  0.455
O22 -4.622 -4.653 0.291  -0.404
C32 -3.815 -5.745 0.363  0.574
O23 -3.888 -6.724 -0.314  -0.593
O24 -2.902 -5.575 1.255  -0.422
H43 -1.835 -2.575 2.130  -0.536
H44 -1.219 -3.825 1.068  -0.495
H45 -1.093 -4.096 2.708  0.530
H46 -3.405 -4.561 3.003  0.304
H47 -3.993 -2.805 0.694  -0.330
H48 -5.051 -3.441 1.986  0.223
C33 -0.152 4.621 0.840  -0.663
C34 -1.208 4.818 1.951  0.704
C35 -1.506 3.509 2.644  1.097
O25 -1.306 3.809 4.022  -0.485
C36 -0.813 5.080 4.181  0.542
O26 -0.530 5.601 5.256  -0.624
O27 -0.658 5.594 2.954  -0.437
H49 0.229 5.604 0.563  0.483
H50 -0.532 4.300 -0.130  0.052
H51 0.718 4.009 1.079  -0.253
H52 -2.174 5.174 1.592  0.239
H53 -0.767 2.764 2.348  -0.354
H54 -2.552 3.205 2.593  -0.326
C37 0.804 -5.248 -1.352  -0.655
C38 1.404 -6.583 -0.879  0.391
C39 0.660 -7.841 -1.276  -0.531
O28 1.720 -8.752 -1.445  -0.332
C40 2.828 -8.072 -1.821  0.553
O29 3.865 -8.618 -2.312  -0.604
O30 2.633 -6.740 -1.529  -0.193
H55 -0.074 -4.940 -0.785  0.274
H56 0.556 -5.295 -2.413  0.355
H57 1.472 -4.387 -1.345  -0.361
H58 1.650 -6.737 0.171  0.350
H59 0.109 -7.645 -2.195  0.328
H60 -0.002 -8.225 -0.500  0.320
C41 4.505 2.717 -3.087  -1.738
C42 3.128 2.438 -2.400  2.167
C43 2.848 3.298 -1.151  -0.101
O31 1.582 3.836 -1.479  -0.079
C44 1.348 3.733 -2.761  0.483
O32 0.438 4.318 -3.300  -0.665
O33 2.202 2.894 -3.329  -0.386
H61 5.336 2.250 -2.558  0.315
H62 4.726 3.784 -3.120  0.468
H63 4.399 2.194 -4.037  0.288
H64 2.948 1.376 -2.235  -0.905
H65 3.629 4.053 -1.059  0.282
H66 2.789 2.661 -0.268  -0.114

***

## x
Entry from the OMol25 dataset: 11 unconnected molecules or ions with the total composition C44H66O33 (ωB97M-V with the def2-TZVPD basis set).

Calculated values
- multiplicity = 1
- orbital gap (Eh) = 0.362
- SMILES string = C[C@H]1COC(=O)O1.C[C@H]1COC(=O)O1.C[C@H]1COC(=O)O1.C[C@H]1COC(=O)O1.C[C@H]1COC(=O)O1.C[C@H]1COC(=O)O1.C[C@H]1COC(=O)O1.C[C@H]1COC(=O)O1.C[C@H]1COC(=O)O1.C[C@H]1COC(=O)O1.C[C@H]1COC(=O)O1
- charge = 0
- lowest unoccupied orbital energy (Ha) = 0.0011
- E_HOMO (eV) = -9.82

Each line ends with the Mulliken charge.
CARTESIAN COORDINATES (ANGSTROEM)
C1 -5.292 3.790 1.501  -1.628
C2 -3.812 3.899 1.388  0.634
C3 -3.023 2.662 1.123  0.067
O1 -2.076 3.159 0.195  -0.159
C4 -2.280 4.424 -0.099  0.475
O2 -1.569 5.131 -0.700  -0.576
O3 -3.531 4.745 0.313  -0.426
H1 -5.610 2.965 2.139  0.439
H2 -5.934 3.480 0.677  0.283
H3 -5.694 4.798 1.606  0.375
H4 -3.358 4.423 2.229  0.208
H5 -3.707 1.864 0.833  -0.071
H6 -2.520 2.369 2.045  0.321
C5 -6.677 -0.531 0.400  -1.142
C6 -5.920 -1.863 0.409  0.819
C7 -5.067 -2.018 1.651  -0.004
O4 -5.405 -3.378 1.884  -0.399
C8 -6.547 -3.823 1.321  0.654
O5 -7.014 -4.981 1.393  -0.636
O6 -6.899 -3.005 0.428  -0.398
H7 -6.039 0.340 0.552  0.050
H8 -7.504 -0.529 1.111  0.433
H9 -7.139 -0.254 -0.547  0.188
H10 -5.353 -1.988 -0.513  0.103
H11 -5.474 -1.343 2.404  0.312
H12 -4.032 -1.894 1.330  0.068
C9 5.621 1.703 2.293  -1.349
C10 6.839 2.485 1.904  0.377
C11 7.432 1.953 0.644  -0.471
O7 7.572 3.066 -0.220  -0.345
C12 6.965 4.157 0.248  0.721
O8 7.107 5.326 -0.049  -0.588
O9 6.429 3.851 1.449  -0.310
H13 5.125 2.452 2.910  0.221
H14 5.917 0.893 2.959  0.439
H15 4.964 1.427 1.468  0.318
H16 7.585 2.779 2.642  0.365
H17 6.713 1.253 0.218  0.298
H18 8.329 1.361 0.829  0.321
C13 3.844 5.488 1.926  -1.260
C14 2.629 5.413 2.841  0.534
C15 1.252 5.025 2.308  -0.590
O10 1.019 3.717 2.781  -0.187
C16 1.921 3.383 3.646  0.477
O11 1.723 2.406 4.248  -0.531
O12 2.883 4.390 3.806  -0.329
H19 4.238 4.502 1.681  0.133
H20 4.694 6.060 2.297  0.364
H21 3.676 6.033 0.997  0.437
H22 2.440 6.395 3.275  0.276
H23 1.309 5.249 1.243  0.301
H24 0.555 5.666 2.849  0.354
C17 -5.853 3.963 -5.158  -1.459
C18 -6.326 3.151 -3.970  0.420
C19 -7.070 1.888 -4.334  -0.604
O13 -6.788 1.082 -3.215  -0.282
C20 -5.537 1.367 -2.841  0.633
O14 -4.877 0.599 -2.118  -0.501
O15 -5.241 2.487 -3.293  -0.293
H25 -5.210 4.830 -5.007  0.374
H26 -6.722 4.350 -5.690  0.386
H27 -5.257 3.368 -5.851  0.328
H28 -6.916 3.730 -3.259  0.306
H29 -6.809 1.317 -5.224  0.357
H30 -8.066 2.328 -4.273  0.345
C21 4.109 -0.116 6.269  -1.040
C22 4.660 -1.406 6.986  0.840
C23 6.093 -1.849 6.621  -0.489
O16 6.746 -1.444 7.754  -0.364
C24 5.888 -1.414 8.805  0.651
O17 6.086 -1.542 9.987  -0.567
O18 4.708 -1.173 8.376  -0.387
H31 3.953 -0.203 5.194  0.073
H32 4.902 0.629 6.329  0.424
H33 3.206 0.212 6.784  0.351
H34 4.152 -2.328 6.704  -0.127
H35 6.659 -1.294 5.873  0.264
H36 6.163 -2.929 6.488  0.309
C25 1.427 -3.287 5.287  -1.220
C26 1.340 -2.862 3.831  0.381
C27 1.523 -1.353 3.547  -0.070
O19 2.532 -1.204 2.603  -0.029
C28 3.028 -2.510 2.378  0.388
O20 3.939 -2.714 1.583  -0.602
O21 2.430 -3.445 3.160  -0.378
H37 0.619 -2.938 5.931  0.379
H38 2.474 -3.173 5.568  0.119
H39 1.319 -4.371 5.310  0.437
H40 0.449 -3.272 3.357  0.381
H41 1.676 -0.811 4.480  0.241
H42 0.568 -1.051 3.117  0.035
C29 1.210 0.870 0.478  -1.569
C30 0.111 0.325 -0.504  0.729
C31 0.636 -0.807 -1.363  -0.417
O22 -0.313 -1.813 -1.195  -0.316
C32 -1.234 -1.465 -0.433  0.690
O23 -2.267 -2.133 -0.196  -0.659
O24 -0.860 -0.356 0.239  -0.402
H43 1.928 0.173 0.909  0.134
H44 0.847 1.594 1.208  0.419
H45 1.799 1.422 -0.255  0.527
H46 -0.338 1.085 -1.144  0.254
H47 1.644 -1.179 -1.179  0.358
H48 0.653 -0.424 -2.383  0.297
C33 -2.561 -8.643 -1.774  -1.222
C34 -2.755 -7.321 -2.514  0.444
C35 -3.301 -7.434 -3.940  -0.441
O25 -4.319 -6.497 -4.028  -0.385
C36 -4.609 -6.024 -2.746  0.680
O26 -5.414 -5.195 -2.452  -0.535
O27 -3.797 -6.568 -1.982  -0.337
H49 -1.516 -8.913 -1.925  0.378
H50 -3.150 -9.413 -2.272  0.317
H51 -2.786 -8.560 -0.710  0.321
H52 -1.865 -6.716 -2.689  0.206
H53 -3.670 -8.458 -3.985  0.290
H54 -2.547 -7.196 -4.691  0.310
C37 5.119 3.923 -3.440  -1.356
C38 4.630 2.565 -4.042  0.403
C39 5.372 1.938 -5.220  -0.443
O28 5.541 0.543 -4.896  -0.344
C40 5.462 0.459 -3.567  0.589
O29 5.795 -0.390 -2.799  -0.539
O30 4.892 1.545 -3.057  -0.262
H55 6.134 3.945 -3.044  0.301
H56 4.427 4.281 -2.677  0.345
H57 5.111 4.585 -4.306  0.417
H58 3.550 2.501 -4.171  0.280
H59 6.164 2.580 -5.606  0.280
H60 4.690 1.989 -6.069  0.324
C41 -1.989 -3.114 -3.772  -1.394
C42 -2.327 -3.390 -5.271  0.661
C43 -3.309 -2.457 -5.924  -0.406
O31 -2.666 -1.894 -7.013  -0.349
C44 -1.387 -2.285 -7.029  0.690
O32 -0.434 -1.820 -7.641  -0.601
O33 -1.206 -3.138 -6.056  -0.393
H61 -2.766 -3.449 -3.084  0.360
H62 -2.052 -2.034 -3.639  0.333
H63 -1.106 -3.662 -3.443  0.403
H64 -2.671 -4.390 -5.534  0.178
H65 -3.612 -1.609 -5.310  0.155
H66 -4.163 -3.066 -6.221  0.320

***

Most stable one: w, least stable one: x.

***

## w
Entry from the OMol25 dataset: a single C7H9NO molecule (ωB97M-V with the def2-TZVPD basis set).

Calculated values
- multiplicity = 1
- orbital gap (Eh) = 0.375
- SMILES string = COCc1ccccn1
- charge = 0
- lowest unoccupied orbital energy (Ha) = 0.0342
- E_HOMO (eV) = -9.27

Each line ends with the Mulliken charge.
CARTESIAN COORDINATES (ANGSTROEM)
C1 -2.625 0.758 -0.494  -0.616
C2 -1.325 -0.736 0.756  -0.783
C3 0.171 -0.365 0.390  0.733
C4 1.107 -1.294 -0.026  -0.746
C5 2.341 -0.876 -0.381  -0.199
C6 2.634 0.448 -0.254  -0.177
C7 1.622 1.337 0.246  -0.543
H1 -3.527 0.701 -1.338  0.232
H2 -3.186 1.169 0.317  0.315
H3 -1.743 1.682 -0.787  0.175
H4 -1.577 -1.936 0.853  0.239
H5 -1.628 -0.279 1.609  0.418
H6 0.760 -2.197 -0.138  0.571
H7 3.130 -1.657 -0.760  0.251
H8 3.751 0.688 -0.542  0.214
H9 1.856 2.228 0.354  0.620
N1 0.467 0.884 0.541  -0.446
O1 -2.226 -0.557 -0.346  -0.256

***

## x
Entry from the OMol25 dataset: a single C7H9NO molecule (ωB97M-V with the def2-TZVPD basis set).

Calculated values
- multiplicity = 1
- orbital gap (Eh) = 0.369
- SMILES string = CN1C(=O)[C@@H]2[C@H]3C[C@H]3[C@@H]21
- charge = 0
- lowest unoccupied orbital energy (Ha) = 0.0332
- E_HOMO (eV) = -9.15

Each line ends with the Mulliken charge.
CARTESIAN COORDINATES (ANGSTROEM)
C1 1.474 0.870 -0.003  0.325
C2 -2.288 0.710 -0.176  -0.751
C3 0.059 1.220 -0.451  0.047
C4 -1.096 1.289 0.607  -0.392
C5 -1.271 -0.220 0.498  -0.297
C6 -0.122 -0.385 -0.527  -0.538
C7 1.983 -1.735 0.167  -0.944
N1 1.277 -0.476 -0.071  0.096
O1 2.381 1.584 0.251  -0.628
H1 -3.191 0.855 0.359  0.260
H2 -2.401 0.663 -1.208  0.232
H3 -0.210 1.906 -1.353  0.339
H4 -1.062 1.868 1.514  0.406
H5 -1.432 -1.059 1.135  0.432
H6 -0.434 -1.018 -1.349  0.407
H7 2.931 -1.442 0.348  0.474
H8 1.375 -2.311 1.000  0.232
H9 2.027 -2.317 -0.743  0.301

***

Most stable one: x, least stable one: w.

***

## w
Entry from the OMol25 dataset: a single C4H5N molecule (ωB97M-V with the def2-TZVPD basis set).

Calculated values
- multiplicity = 1
- orbital gap (Eh) = 0.410
- SMILES string = C=CCC#N
- charge = 0
- lowest unoccupied orbital energy (Ha) = 0.0293
- E_HOMO (eV) = -10.36

Each line ends with the Mulliken charge.
CARTESIAN COORDINATES (ANGSTROEM)
C1 1.014 0.818 1.070  -0.706
C2 0.093 0.736 0.080  -0.101
C3 -0.606 -0.526 -0.148  -0.311
C4 -0.743 -0.884 -1.602  0.203
H1 1.297 -0.124 1.617  0.205
H2 1.487 1.750 1.323  0.272
H3 -0.208 1.614 -0.362  0.354
H4 -1.547 -0.618 0.503  0.295
H5 0.013 -1.383 0.176  0.198
N1 -0.800 -1.385 -2.657  -0.408

***

## x
Entry from the OMol25 dataset: a single C4H5N molecule (ωB97M-V with the def2-TZVPD basis set).

Calculated values
- multiplicity = 1
- orbital gap (Eh) = 0.381
- SMILES string = C#C[C@H]1CN1
- charge = 0
- lowest unoccupied orbital energy (Ha) = 0.0369
- E_HOMO (eV) = -9.37

Each line ends with the Mulliken charge.
CARTESIAN COORDINATES (ANGSTROEM)
C1 2.253 -0.294 0.148  -0.227
C2 1.089 -0.159 -0.083  -0.558
C3 -0.275 -0.314 0.216  0.244
C4 -1.203 0.718 -0.234  -0.419
N1 -1.186 -0.606 -0.866  -0.596
H1 3.282 -0.476 0.165  0.445
H2 -0.445 -0.817 1.176  0.319
H3 -0.792 1.579 -0.753  0.267
H4 -2.050 0.921 0.407  0.252
H5 -0.686 -0.587 -1.755  0.274

***

Most stable one: w, least stable one: x.

***

## w
Entry from the OMol25 dataset: 2 unconnected molecules or ions with the total composition C5H11N2O (ωB97M-V with the def2-TZVPD basis set).

Calculated values
- multiplicity = 1
- orbital gap (Eh) = 0.171
- charge = -1
- lowest unoccupied orbital energy (Ha) = 0.0800
- E_HOMO (eV) = -2.49

Each line ends with the Mulliken charge.
CARTESIAN COORDINATES (ANGSTROEM)
C1 0.728 1.783 -2.265  -0.405
O1 0.879 3.163 -2.285  -0.883
C2 -0.071 1.318 -1.016  -0.160
C3 0.334 -0.037 -0.412  0.319
C4 -0.120 -0.408 0.815  0.329
C5 -0.505 -1.767 1.107  -0.563
N1 -1.127 -2.207 2.210  -0.492
N2 -0.195 0.539 1.926  -0.631
H1 1.778 1.311 -2.261  0.152
H2 0.163 1.281 -3.189  0.101
H3 -1.167 1.292 -1.166  0.250
H4 0.201 2.070 -0.335  0.265
H5 0.784 -1.639 -1.704  0.824
H6 0.523 -0.877 -1.204  -1.540
H7 -0.359 -2.373 0.251  0.402
H8 -1.964 -1.712 2.350  0.203
H9 -0.694 -2.941 2.932  0.201
H10 0.323 -0.025 2.678  0.267
H11 0.490 1.230 1.567  0.361

***

## x
Entry from the OMol25 dataset: a gas-phase ion, C5H11N2O (charge -1) (ωB97M-V with the def2-TZVPD basis set).

Calculated values
- multiplicity = 1
- orbital gap (Eh) = 0.224
- SMILES string = N/C=N\CCCC[O-]
- charge = -1
- lowest unoccupied orbital energy (Ha) = 0.1343
- E_HOMO (eV) = -2.45

Each line ends with the Mulliken charge.
CARTESIAN COORDINATES (ANGSTROEM)
C1 1.965 0.053 0.367  0.100
O1 3.050 0.409 1.053  -0.907
C2 1.047 -0.932 1.134  -0.773
C3 -0.361 -1.226 0.612  -0.370
C4 -1.345 -0.050 0.584  -0.807
N1 -0.610 1.734 -1.463  -0.519
C5 -1.601 0.767 -1.586  0.071
N2 -2.061 0.021 -0.682  -0.666
H1 1.276 0.913 0.074  -0.260
H2 2.211 -0.431 -0.621  0.175
H3 0.993 -0.589 2.169  0.291
H4 1.577 -1.884 1.227  0.338
H5 -0.345 -1.791 -0.328  0.373
H6 -0.783 -2.027 1.231  0.258
H7 -0.780 0.863 0.828  0.575
H8 -2.060 -0.109 1.404  0.378
H9 0.279 1.418 -1.070  0.135
H10 -0.391 2.155 -2.358  0.281
H11 -2.060 0.703 -2.574  0.329

***

Most stable one: x, least stable one: w.